89
Properties=species:S:1:pos:R:3:forces:R:3:mulliken_charge:R:1 method="wB97M-V/def2-TZVPD" total_energy_ev=-956507.163 de_lowest_kcal_mol=13.3 charge=-1
C 2.6533 3.8471 0.0266 -0.78 0.40 0.10 -0.70
C 2.4005 2.9442 -0.9258 0.90 -1.07 -0.44 -0.61
Nb 2.6430 0.6985 -0.6832 -1.96 -0.70 0.33 -1.26
B 4.2648 1.0253 0.9841 0.87 1.41 0.18 0.82
N 4.0170 1.0933 2.4373 0.72 -0.55 -0.44 -0.53
O 5.5926 1.1868 0.5589 -0.42 0.00 0.20 -0.66
C 2.9256 -1.5527 -0.7976 0.99 0.14 -0.58 -0.40
Br 1.2161 -2.5404 -0.5939 0.20 0.20 0.05 -0.21
C 4.0440 -2.1031 0.1059 -0.38 -1.10 -0.24 0.18
C 4.3079 -3.6263 -0.0747 0.12 0.38 -0.09 -1.40
C 0.9741 0.5803 0.9510 -0.57 0.27 0.27 0.39
F 0.9152 1.7893 1.6774 0.23 -0.08 0.03 -0.25
F 1.1954 -0.3877 1.9244 -0.18 -0.01 0.00 -0.15
C -0.4360 0.4252 0.4077 0.40 -0.42 0.53 0.00
C -1.2863 -0.5459 0.8740 0.07 -0.69 0.72 -0.36
C -2.5429 -0.6953 0.3394 -0.86 -0.63 0.08 -0.07
C -2.9954 0.1123 -0.6719 -0.79 0.67 -0.76 0.03
C -2.1599 1.1163 -1.1270 -0.23 0.13 -0.31 -0.97
C -2.5591 2.0590 -2.2313 1.14 -0.45 0.06 0.82
F -3.1716 3.1738 -1.7570 -0.37 -0.14 -0.32 -0.27
F -3.3444 1.4851 -3.1622 -0.36 0.25 0.30 -0.27
F -1.4704 2.4940 -2.9094 -0.27 0.20 0.11 -0.28
C -0.9074 1.2514 -0.5834 0.89 1.23 -0.40 0.41
H 3.3076 3.6993 0.8848 -0.37 -0.28 0.05 0.00
H 2.1242 4.8075 -0.0120 0.66 0.10 -0.04 0.25
H 2.0560 3.3282 -1.8924 -1.08 0.05 0.58 0.76
H 1.4105 0.5578 -2.0643 0.04 0.65 -0.43 0.00
H 3.9485 0.7602 -1.9688 0.24 -0.56 0.35 0.00
H 4.8671 0.7585 2.8985 -0.06 0.35 0.18 0.20
H 3.9160 2.0838 2.6548 -0.32 -0.18 0.23 0.22
H 5.5194 1.4306 -0.3752 0.22 -0.39 -0.03 0.15
H 3.2358 -1.7889 -1.8238 -0.29 -0.05 0.12 0.63
H 4.9628 -1.6109 -0.2373 -0.16 0.28 0.46 0.15
H 3.8560 -1.9390 1.1725 0.04 0.41 -0.19 0.01
H 4.8005 -4.0268 0.8200 0.04 -0.02 -0.23 0.31
H 4.9653 -3.7560 -0.9433 -0.08 -0.20 0.16 0.39
H 3.3953 -4.2021 -0.2503 0.04 0.16 0.12 0.31
H -0.9890 -1.2220 1.6692 0.16 0.12 -0.16 0.11
H -3.2014 -1.4820 0.6891 0.18 0.00 0.15 0.35
H -3.9934 0.0038 -1.1317 0.99 0.29 0.35 0.25
H -0.2557 2.0410 -0.9503 -0.06 -0.12 0.00 0.28
Br 2.6323 -3.9079 3.2579 -0.04 0.01 -0.04 -0.13
C 1.2772 -2.9796 4.2955 0.23 -0.01 0.01 -0.27
C 0.0627 -3.8413 4.5145 -0.24 0.10 -0.05 -0.48
Br -1.0444 -3.9444 2.9134 0.03 -0.12 0.05 -0.12
H 1.0562 -2.0558 3.7659 -0.03 -0.04 -0.03 0.08
H 1.7537 -2.7456 5.2457 -0.06 -0.03 0.02 0.39
H -0.5799 -3.4057 5.2781 0.05 0.04 0.00 0.38
H 0.3120 -4.8624 4.7911 0.09 0.03 -0.03 0.17
Br -0.7934 8.6287 -1.7892 0.05 -0.03 -0.03 -0.18
C -1.5232 6.8586 -2.1551 -0.14 0.19 -0.05 -0.58
C -2.0072 6.1868 -0.8987 0.11 -0.23 0.13 -0.14
Br -0.5287 5.4958 0.1553 -0.14 0.03 -0.01 -0.05
H -0.7457 6.2956 -2.6623 0.00 -0.03 0.07 0.37
H -2.3514 7.0297 -2.8403 -0.01 -0.02 0.03 0.38
H -2.6117 5.3175 -1.1437 0.02 0.02 -0.06 -0.13
H -2.5746 6.8509 -0.2535 0.02 0.07 -0.08 0.41
Br -5.3847 -1.7567 -0.9317 -0.61 -0.77 -0.17 0.02
C -6.1947 -3.4849 -1.3101 -0.19 0.36 0.01 -0.64
C -6.6792 -4.1546 -0.0511 0.09 -0.31 0.00 -0.58
Br -5.2032 -4.9146 0.9653 -0.03 0.09 0.04 -0.13
H -5.4518 -4.0690 -1.8446 0.00 -0.04 0.08 0.41
H -7.0310 -3.2718 -1.9739 -0.02 -0.06 0.04 0.33
H -7.3259 -4.9970 -0.2899 0.01 0.03 -0.04 0.35
H -7.2031 -3.4750 0.6138 0.03 0.05 -0.06 0.37
Br 4.4050 3.3613 -2.5756 1.49 0.72 -0.74 0.19
C 6.0262 3.7615 -3.5965 -0.45 -0.23 -0.06 -0.67
C 7.2399 3.7803 -2.7059 0.15 0.16 -0.15 -0.52
Br 7.3345 5.4208 -1.6579 0.00 -0.05 0.05 -0.15
H 5.8618 4.7065 -4.1070 0.15 0.01 0.00 0.37
H 6.1096 2.9630 -4.3335 0.12 0.02 0.02 0.32
H 8.1535 3.7702 -3.2979 -0.01 0.00 0.01 0.36
H 7.2598 2.9549 -2.0000 -0.08 0.02 0.00 0.29
Br 0.5221 -8.5894 4.9638 0.05 0.00 0.06 -0.12
C -0.4592 -8.5399 6.6413 -0.08 -0.04 -0.31 -0.59
C -0.6532 -7.1260 7.1225 0.06 0.02 0.28 -0.53
Br 0.9771 -6.4029 7.9014 -0.02 0.05 -0.09 -0.12
H 0.0870 -9.1591 7.3459 0.00 0.08 0.05 0.38
H -1.4208 -9.0015 6.4249 -0.02 0.05 0.03 0.34
H -1.3907 -7.0925 7.9220 -0.01 -0.04 -0.03 0.36
H -0.9510 -6.4475 6.3285 0.00 -0.07 -0.04 0.27
Br -7.3287 2.0120 -7.0515 -0.07 0.01 0.05 -0.15
C -6.8559 3.3445 -5.7123 0.10 0.00 -0.24 -0.60
C -5.8000 2.8335 -4.7687 -0.05 0.00 0.29 -0.54
Br -6.5422 1.6000 -3.4632 -0.08 -0.05 -0.05 -0.12
H -7.7756 3.6229 -5.2075 0.04 -0.04 0.05 0.36
H -6.4817 4.1956 -6.2780 0.04 -0.02 0.03 0.38
H -5.3849 3.6516 -4.1829 0.00 0.01 -0.04 0.27
H -4.9945 2.3094 -5.2735 -0.03 0.02 -0.03 0.37